(1)
The following is a DFT calculation (wB97M-V/def2-TZVPD) of a 2-piece molecular cluster, C5H12O2 overall.

Results
highest occupied orbital energy	-9.7	eV
SMILES	CC(C)CC=O.O
Kohn-Sham gap	10.206	eV
DFT total energy	-9473.24793	eV
energy above the lowest of the compared OMol25 structures with the same formula, charge and spin	182.1	kJ/mol

```
! RIJCOSX wB97M-V def2-TZVPD def2/J DEFGRID3
* xyz 0 1
O 2.388 -0.493 0.548
C 1.765 -0.320 -0.476
C 0.376 -1.039 -0.630
C -0.747 -0.193 -0.013
C -1.719 -1.116 0.820
C -1.557 0.489 -1.105
H 1.619 0.708 -0.886
H 0.497 -1.931 -0.004
H 0.309 -1.405 -1.663
H -0.288 0.478 0.774
H -1.414 -1.296 1.844
H -2.645 -0.488 0.949
H -1.932 -2.017 0.248
H -0.911 0.859 -1.918
H -2.356 1.186 -0.825
H -2.106 -0.361 -1.552
H 2.866 1.510 1.304
H 2.885 3.034 1.646
O 2.970 2.396 0.940
*
```

Here are the natural (NBO) charges for atoms 1 to 2, given in e: O -0.532; C 0.443

(2)
The following is a DFT calculation (wB97M-V/def2-TZVPD) of one molecule with the formula C5H4O2.

Results
highest occupied orbital energy	-10.3	eV
SMILES	C#CC(=O)CC=O
Kohn-Sham gap	10.109	eV
DFT total energy	-9341.93279	eV
energy above the lowest of the compared OMol25 structures with the same formula, charge and spin	217.0	kJ/mol

```
! RIJCOSX wB97M-V def2-TZVPD def2/J DEFGRID3
* xyz 0 1
O -0.311 2.321 -0.336
C -0.104 1.132 -0.360
C -1.149 0.081 -0.008
C -0.603 -0.850 1.066
C 2.151 -0.159 -0.914
C 1.183 0.532 -0.712
O -0.807 -0.695 2.243
H -2.056 0.578 0.340
H -1.352 -0.501 -0.917
H 0.036 -1.675 0.694
H 3.012 -0.764 -1.097
*
```

Here are the natural (NBO) charges for atoms 1 to 2, given in e: O -0.467; C 0.527

(3)
The following is a DFT calculation (wB97M-V/def2-TZVPD) of C32H43ClEuN3OP as an isolated structure.

Results
highest occupied orbital energy (alpha / beta)	-10.9 / -11.1	eV
Kohn-Sham gap (alpha / beta)	5.416 / 5.597	eV
DFT total energy	-81516.17327	eV
energy above the lowest of the compared OMol25 structures with the same formula, charge and spin	0.0	kJ/mol

```
! RIJCOSX wB97M-V def2-TZVPD def2/J DEFGRID3
* xyz 2 8
Eu -0.346 0.939 0.661
C -1.232 4.336 -0.891
C -0.142 4.957 -0.007
C -0.759 5.446 1.311
C 0.985 3.958 0.182
C 1.458 3.274 -0.929
C 2.369 2.248 -0.800
C 2.846 1.880 0.449
C 3.835 0.775 0.583
C 2.422 2.600 1.555
C 1.507 3.626 1.426
H -2.123 4.953 -0.939
H -1.536 3.371 -0.484
H -0.891 4.168 -1.914
H 0.296 5.825 -0.532
H -1.112 4.602 1.909
H -1.622 6.092 1.130
H -0.045 6.008 1.915
H 1.106 3.552 -1.906
H 2.701 1.712 -1.671
H 4.854 1.160 0.483
H 3.684 0.016 -0.190
H 3.749 0.286 1.557
H 2.810 2.345 2.526
H 1.201 4.178 2.297
Cl -2.259 1.244 -1.093
C -2.498 0.121 -2.545
C -3.488 0.345 -3.506
C -3.608 -0.529 -4.589
C -2.737 -1.622 -4.712
C -1.742 -1.847 -3.751
C -1.614 -0.972 -2.647
P -0.314 -1.104 -1.227
C 0.625 -2.322 -2.033
C 1.701 -1.929 -2.837
C 2.524 -2.896 -3.426
C 2.270 -4.254 -3.214
C 1.196 -4.647 -2.413
C 0.372 -3.684 -1.819
C -1.503 -1.850 -0.054
C -2.870 -2.174 -0.257
C -3.602 -2.802 0.755
C -2.997 -3.120 1.972
C -1.654 -2.806 2.181
C -0.919 -2.179 1.177
H -4.155 1.193 -3.409
H -4.372 -0.362 -5.337
H -2.834 -2.294 -5.554
H -1.093 -2.699 -3.882
H 1.909 -0.879 -3.007
H 3.356 -2.592 -4.046
H 2.905 -5.001 -3.671
H 0.999 -5.699 -2.248
H -0.454 -4.012 -1.205
H -3.389 -1.962 -1.177
H -4.645 -3.048 0.595
H -3.567 -3.607 2.751
H -1.181 -3.057 3.123
H 0.127 -1.948 1.358
C 0.020 1.796 3.462
O -0.625 0.674 2.887
H -0.201 1.836 4.531
H -0.328 2.708 2.972
H 1.099 1.697 3.319
H -1.599 0.796 3.034
N 2.139 -3.205 2.202
C 2.746 -2.101 1.413
C 1.648 -1.135 0.942
N 0.754 -0.674 1.992
H 2.850 -3.864 2.542
H 1.456 -3.734 1.643
H 1.645 -2.823 3.017
H 3.271 -2.556 0.569
H 3.463 -1.603 2.073
H 1.046 -1.620 0.166
H 2.121 -0.266 0.471
H 1.223 -0.198 2.797
H 0.046 -1.357 2.341
N -2.533 2.906 2.726
C -1.821 2.266 2.054
H -3.148 3.459 3.307
H -1.775 -0.317 1.567
*
```

Here are the Mulliken charges for atoms 1 to 2, given in e: Eu 0.829; C -1.265

(4)
The following is a DFT calculation (wB97M-V/def2-TZVPD) of C37H67N9O4PRbS5SeSi as an isolated structure.

Results
highest occupied orbital energy	-1.9	eV
Kohn-Sham gap	5.167	eV
DFT total energy	-198408.44324	eV
energy above the lowest of the compared OMol25 structures with the same formula, charge and spin	0.0	kJ/mol

```
! RIJCOSX wB97M-V def2-TZVPD def2/J DEFGRID3
* xyz -2 1
Rb -0.645 -0.368 0.090
C 3.589 -2.282 -2.085
C 2.800 -1.140 -2.751
N 2.047 -0.339 -1.809
C 2.714 0.791 -1.185
C 3.898 0.467 -0.287
S 3.524 -0.599 1.144
C 4.443 -2.128 0.790
C 3.579 -3.243 0.160
N 2.810 -2.862 -1.005
H 4.556 -1.895 -1.742
H 3.821 -3.042 -2.842
H 2.073 -1.567 -3.444
H 3.501 -0.539 -3.354
H 1.190 -0.027 -2.252
H 1.973 1.313 -0.573
H 3.084 1.519 -1.922
H 4.260 1.423 0.098
H 4.720 0.013 -0.840
H 4.840 -2.486 1.744
H 5.310 -1.883 0.175
H 2.869 -3.594 0.915
H 4.230 -4.092 -0.088
H 2.137 -2.146 -0.722
N -5.054 1.580 5.012
C -3.987 1.227 4.158
S -3.005 -0.091 4.696
N -3.910 1.944 3.086
N -2.789 1.780 2.295
C -2.962 1.657 1.029
C -4.145 1.571 0.167
C -5.399 2.084 0.495
C -6.467 2.035 -0.391
C -6.278 1.445 -1.640
C -5.054 0.918 -1.995
C -3.931 0.946 -1.114
O -2.819 0.416 -1.447
H -5.384 0.780 5.533
H -5.787 2.059 4.506
H -2.027 1.576 0.480
H -5.518 2.526 1.474
H -7.430 2.444 -0.110
H -7.105 1.392 -2.343
H -4.903 0.447 -2.961
C 0.090 -3.603 -3.413
C -0.803 -2.453 -3.733
N -0.541 -1.218 -3.450
C -1.513 -0.366 -3.925
C -2.536 -0.974 -4.583
S -2.283 -2.667 -4.602
C -1.394 1.074 -3.676
C -2.179 2.033 -4.237
S -1.755 3.568 -3.609
C -0.532 2.821 -2.641
N -0.455 1.540 -2.786
C 0.247 3.608 -1.643
H 0.756 -3.336 -2.593
H 0.689 -3.867 -4.289
H -0.488 -4.479 -3.119
H -3.431 -0.521 -4.972
H -2.976 1.900 -4.945
H 0.345 4.655 -1.927
H 1.248 3.206 -1.492
H -0.290 3.562 -0.694
O 0.083 -2.233 1.988
S -0.017 -1.382 3.222
C -0.692 -2.455 4.517
C 0.427 -3.402 4.909
C 1.622 -2.479 5.145
C 1.655 -1.497 3.973
H -1.609 -2.893 4.131
H -0.971 -1.787 5.335
H 0.633 -4.097 4.091
H 0.177 -3.983 5.799
H 2.565 -3.024 5.229
H 1.470 -1.939 6.083
H 2.244 -1.863 3.134
H 2.020 -0.504 4.228
C 2.746 2.722 3.002
P 1.020 2.364 2.612
C 0.349 3.902 1.964
C 0.172 2.101 4.184
O 0.900 1.192 1.696
H 2.837 3.519 3.741
H 3.266 3.022 2.089
H 3.200 1.808 3.389
H 0.399 4.678 2.729
H -0.695 3.734 1.695
H 0.944 4.217 1.105
H 0.092 3.033 4.745
H 0.723 1.377 4.787
H -0.829 1.708 3.983
C -1.867 -4.993 1.817
N -1.556 -4.886 0.396
C -0.133 -5.103 0.153
C -2.076 -3.779 -0.291
O -1.345 -2.997 -0.880
N -3.436 -3.665 -0.300
C -4.335 -4.767 -0.055
C -4.049 -2.479 -0.874
H -1.128 -4.438 2.401
H -1.846 -6.042 2.125
H -2.848 -4.585 2.041
H 0.477 -4.340 0.643
H 0.076 -5.074 -0.912
H 0.129 -6.090 0.542
H -3.779 -5.694 0.064
H -5.012 -4.874 -0.909
H -4.948 -4.598 0.836
H -3.321 -1.680 -0.994
H -4.849 -2.125 -0.221
H -4.475 -2.706 -1.858
C 3.066 6.579 -2.781
Si 4.202 5.129 -2.311
C 3.895 3.825 -3.655
C 5.971 5.749 -2.619
Se 3.920 4.398 -0.256
H 3.511 7.201 -3.563
H 2.861 7.208 -1.913
H 2.111 6.202 -3.154
H 4.034 4.241 -4.657
H 2.876 3.439 -3.588
H 4.578 2.981 -3.537
H 6.109 6.090 -3.650
H 6.682 4.947 -2.417
H 6.205 6.574 -1.944
*
```

Here are the Mulliken charges for atoms 1 to 2, given in e: Rb 0.129; C -0.895

(5)
The following is a DFT calculation (wB97M-V/def2-TZVPD) of one molecule with the formula C19H24N4O3S.

Results
highest occupied orbital energy	-7.7	eV
SMILES	COc1ccccc1N1CCN(C(=O)CSc2nc(C)c(C)c(=O)[nH]2)CC1
Kohn-Sham gap	8.132	eV
DFT total energy	-43031.19755	eV
energy above the lowest of the compared OMol25 structures with the same formula, charge and spin	150.8	kJ/mol

```
! RIJCOSX wB97M-V def2-TZVPD def2/J DEFGRID3
* xyz 0 1
C -4.406 -2.775 -1.761
H -5.351 -2.715 -2.310
O -4.050 -1.537 -1.201
C -4.908 -0.939 -0.307
C -6.076 -1.542 0.132
C -6.892 -0.932 1.071
C -6.545 0.306 1.573
C -5.395 0.927 1.125
C -4.547 0.333 0.189
N -3.426 1.051 -0.219
C -2.526 1.602 0.763
H -3.014 1.654 1.736
C -1.257 0.734 0.882
N -0.622 0.638 -0.410
C 0.538 1.205 -0.798
O 0.926 1.182 -1.950
C 1.386 1.875 0.276
H 0.848 2.667 0.795
H 2.286 2.263 -0.202
S 1.965 0.702 1.543
C 3.469 0.164 0.816
N 3.913 0.742 -0.241
C 5.079 0.292 -0.783
C 5.800 -0.727 -0.229
C 5.322 -1.374 0.974
O 5.851 -2.281 1.582
N 4.102 -0.853 1.438
H 3.713 -1.273 2.275
C 7.084 -1.223 -0.812
H 7.815 -0.418 -0.879
H 6.926 -1.618 -1.815
H 7.477 -2.013 -0.177
C 5.504 1.000 -2.026
H 4.723 1.689 -2.333
H 6.427 1.552 -1.851
H 5.689 0.283 -2.824
C -1.499 0.055 -1.407
C -2.786 0.887 -1.501
H -3.477 0.432 -2.206
H -2.522 1.889 -1.866
H -0.973 0.050 -2.361
H -1.744 -0.968 -1.111
H -0.584 1.146 1.631
H -1.548 -0.275 1.197
H -2.236 2.615 0.454
H -5.148 1.911 1.494
H -7.172 0.799 2.300
H -7.791 -1.429 1.401
H -6.356 -2.514 -0.241
H -3.603 -3.021 -2.456
H -4.476 -3.560 -1.001
*
```

Here are the natural (NBO) charges for atoms 1 to 2, given in e: C -0.251; H 0.179

(6)
The following is a DFT calculation (wB97M-V/def2-TZVPD) of C2H49FNO26S2 as an isolated structure.

Results
highest occupied orbital energy	-7.0	eV
Kohn-Sham gap	8.623	eV
DFT total energy	-81985.48617	eV

```
! RIJCOSX wB97M-V def2-TZVPD def2/J DEFGRID3
* xyz -1 1
C -0.196 0.013 0.871
C 0.781 0.699 1.827
S 2.460 0.549 1.270
O 2.533 -0.697 0.531
O 3.373 0.578 2.388
N 2.802 1.712 0.168
S 2.727 3.187 0.696
O 2.214 3.336 2.030
O 3.954 3.887 0.438
F 1.694 3.899 -0.280
H -1.182 0.291 1.231
H -0.069 -1.054 0.856
H -0.123 0.450 -0.123
H 0.732 0.203 2.791
H 0.473 1.729 1.910
O -1.743 -2.223 2.558
H -1.376 -2.136 3.447
H -1.883 -3.164 2.429
O -0.023 2.561 4.157
H 0.586 3.162 3.709
H -0.636 3.139 4.622
O 3.087 6.461 -1.711
H 3.704 6.860 -1.091
H 2.882 5.612 -1.306
O -3.452 0.381 0.976
H -3.861 1.093 0.475
H -4.191 -0.131 1.327
O 1.536 -3.203 -0.722
H 2.375 -2.794 -0.474
H 1.755 -4.032 -1.165
O 6.101 4.809 2.425
H 6.713 4.189 2.019
H 5.239 4.523 2.092
O -5.166 -0.900 2.920
H -4.570 -0.531 3.580
H -5.404 -1.764 3.271
O 3.842 -0.421 -2.182
H 3.541 0.053 -1.390
H 3.049 -0.887 -2.470
O 3.511 2.977 4.796
H 4.353 2.807 4.364
H 2.909 3.111 4.055
O 2.727 -2.276 -4.707
H 3.596 -1.919 -4.478
H 2.925 -3.134 -5.096
O -7.161 -1.097 0.272
H -6.805 -1.069 1.167
H -7.329 -2.032 0.094
O -1.195 -1.932 -1.091
H -0.549 -2.577 -1.401
H -2.001 -2.112 -1.585
O 0.678 -6.034 -1.037
H 0.341 -5.622 -0.231
H -0.085 -6.444 -1.453
O 1.919 -0.120 -7.473
H 1.486 0.517 -6.897
H 2.096 -0.868 -6.895
O -6.843 1.491 -1.083
H -7.307 2.119 -0.523
H -6.759 0.695 -0.539
O 3.117 0.731 -5.014
H 3.504 0.838 -4.131
H 3.005 -0.217 -5.096
O -2.103 -0.655 -3.467
H -2.694 -0.113 -3.997
H -1.301 -0.133 -3.360
O 1.800 -5.521 1.511
H 2.137 -6.418 1.430
H 2.464 -4.967 1.087
O 1.326 2.255 -2.914
H 1.081 2.862 -2.209
H 1.611 2.825 -3.636
O -8.037 -3.145 -1.464
H -8.472 -3.903 -1.863
H -7.881 -2.532 -2.190
O 0.689 -2.296 4.060
H 1.542 -1.882 4.229
H 0.909 -3.134 3.639
O -2.612 3.419 3.289
H -2.645 3.529 2.335
H -2.224 2.543 3.402
*
```

Here are the Mulliken charges for atoms 1 to 2, given in e: C -1.175; C -0.199

(7)
The following is a DFT calculation (wB97M-V/def2-TZVPD) of an isolated ion of composition C9H12NS and charge +1.

Results
highest occupied orbital energy	-12.2	eV
SMILES	S[C@H]1C=CC=C2C=CC[NH2+][C@@H]21
Kohn-Sham gap	8.146	eV
DFT total energy	-21844.31823	eV
energy above the lowest of the compared OMol25 structures with the same formula, charge and spin	121.5	kJ/mol

```
! RIJCOSX wB97M-V def2-TZVPD def2/J DEFGRID3
* xyz 1 1
C -0.263 0.240 2.644
C 0.929 0.582 1.852
C 1.977 0.712 -0.448
C -1.484 -0.054 2.105
C 1.986 0.404 -1.754
C 0.901 0.384 0.481
C 0.847 -0.349 -2.368
C -1.590 -0.037 0.589
C -0.236 -0.460 -0.127
N -0.367 -0.086 -1.574
S -3.041 -1.011 0.029
H -0.056 0.124 3.695
H 1.747 1.002 2.439
H 2.752 1.504 0.009
H -2.294 -0.308 2.721
H 2.819 0.751 -2.418
H 0.624 -0.012 -3.431
H 1.196 -1.386 -2.211
H -1.542 1.122 0.238
H -0.114 -1.553 -0.034
H -0.540 0.905 -1.452
H -1.204 -0.519 -2.003
H -3.047 -1.956 1.019
*
```

Here are the natural (NBO) charges for atoms 1 to 2, given in e: C -0.205; C -0.129

(8)
The following is a DFT calculation (wB97M-V/def2-TZVPD) of a 3-piece molecular cluster, C23H45F2N2O11P2S overall.

Results
highest occupied orbital energy	-11.2	eV
Kohn-Sham gap	7.605	eV
DFT total energy	-84922.18434	eV

```
! RIJCOSX wB97M-V def2-TZVPD def2/J DEFGRID3
* xyz 1 1
C 0.523 -0.446 -5.677
C 1.583 -0.983 -5.831
C 2.994 -1.419 -5.900
C 3.812 -0.316 -6.659
C 4.895 0.325 -5.778
C 4.585 1.786 -5.415
C 4.472 2.549 -6.768
O 5.329 2.417 -7.586
N 3.366 3.452 -6.998
C 2.286 2.816 -7.716
O 2.438 2.139 -8.669
F 1.094 3.085 -7.206
C 3.307 1.921 -4.579
N 3.575 1.730 -3.135
F 4.147 0.508 -2.856
C 4.533 2.781 -2.674
C 5.535 3.235 -3.767
S 5.113 4.899 -4.415
O 5.757 2.279 -4.766
H -0.344 0.136 -5.462
H 3.343 -1.517 -4.872
H 3.029 -2.368 -6.431
H 4.264 -0.806 -7.520
H 3.086 0.390 -7.056
H 5.852 0.339 -6.298
H 5.044 -0.271 -4.879
H 3.706 4.167 -7.639
H 2.903 2.929 -4.703
H 2.577 1.175 -4.906
H 2.714 1.773 -2.579
H 5.103 2.394 -1.829
H 3.952 3.607 -2.266
H 6.490 3.377 -3.268
H 3.776 4.994 -4.279
O -1.111 0.705 2.996
P -0.421 1.027 1.725
O 0.932 1.846 2.154
C 1.772 1.365 3.204
C 2.878 0.475 2.667
O -1.301 2.259 1.143
C -2.629 2.512 1.619
C -2.619 3.616 2.655
O 0.064 0.701 0.188
C 0.684 -0.548 -0.139
C 0.072 -1.741 0.563
H 1.191 0.836 3.961
H 2.208 2.243 3.681
H 2.472 -0.477 2.313
H 3.610 0.255 3.445
H 3.386 0.953 1.828
H -3.086 1.605 2.012
H -3.221 2.822 0.756
H -1.941 3.381 3.476
H -3.619 3.775 3.062
H -2.270 4.549 2.211
H 1.759 -0.477 0.067
H 0.574 -0.671 -1.219
H 0.231 -1.690 1.646
H 0.515 -2.668 0.203
H -1.005 -1.776 0.390
O -4.736 -3.710 3.683
P -4.935 -3.350 5.111
O -3.505 -2.733 5.609
C -2.814 -1.766 4.822
C -3.184 -0.350 5.217
O -4.907 -4.797 5.847
C -5.105 -6.008 5.118
C -3.776 -6.662 4.804
O -5.816 -2.777 6.366
C -6.530 -1.538 6.256
C -7.181 -1.338 4.903
H -2.998 -1.924 3.757
H -1.749 -1.926 4.998
H -4.211 -0.120 4.916
H -2.523 0.364 4.728
H -3.118 -0.215 6.297
H -5.682 -5.831 4.211
H -5.699 -6.668 5.753
H -3.117 -5.979 4.268
H -3.918 -7.559 4.198
H -3.265 -6.941 5.726
H -5.859 -0.709 6.497
H -7.299 -1.554 7.029
H -6.429 -1.238 4.112
H -7.791 -0.435 4.901
H -7.814 -2.191 4.652
*
```

Here are the Mulliken charges for atoms 1 to 2, given in e: C -0.039; C -0.414

Number 4 is which compound?
C37H67N9O4PRbS5SeSi